[1]
This record from OMol25 describes C3H3IrLiO2 as an isolated structure in a non-equilibrium geometry. The level of theory is ωB97M-V/def2-TZVPD.

Atoms and positions in Å:
O  -1.551  -0.080  -0.416
Li  -2.792  -1.352  -0.641
C  0.471  1.422  0.359
C  -0.093  0.079  0.571
O  1.722  0.925  -0.047
C  1.234  -0.436  0.021
H  -0.473  -0.259  1.544
H  1.176  -0.887  -0.980
H  1.850  -1.057  0.688
Ir  -1.544  1.645  -1.099

Cartesian forces (eV/Å) of the 6 atoms listed first:
O 1.3 -0.9 1.0
Li -0.5 -0.7 0.0
C 2.9 -2.1 -0.8
C -1.3 -0.6 0.8
O -1.6 2.3 0.2
C -0.7 -0.3 -0.7

electronic energy	-377.43382	Eh
F_max	3.66	eV Å⁻¹
spin multiplicity	6
LUMO energy (spin up / spin down)	-10.46 / -12.47	eV
charge	+2



[2]
This record from OMol25 describes C3H3LaO3 as an isolated structure in a non-equilibrium geometry. The level of theory is ωB97M-V/def2-TZVPD.

Atoms and positions in Å:
O  -0.843  -2.741  0.460
La  2.253  0.732  -1.210
O  0.495  -1.028  -0.093
C  -0.532  -1.260  0.564
O  -1.275  -0.610  1.229
C  -0.903  -3.525  1.464
H  -2.331  -2.454  2.743
H  -0.227  -4.383  1.396
C  -1.654  -3.300  2.637
H  -1.532  -4.004  3.459

Cartesian forces (eV/Å) of the 6 atoms listed first:
O 1.3 0.8 -1.3
La -2.4 -2.2 1.4
O 4.4 2.4 -3.0
C -4.0 -0.2 2.6
O 1.0 -0.2 -0.7
C 0.3 -0.3 1.3

electronic energy	-372.06124	Eh
F_max	5.87	eV Å⁻¹
spin multiplicity	2
LUMO energy (spin up / spin down)	-16.25 / -16.25	eV
ΔE to the lowest compared entry with this formula, charge and spin	1.325	eV
charge	+3



[3]
This record from OMol25 describes C3H3Li2MgO3 as an isolated structure in a non-equilibrium geometry. The level of theory is ωB97M-V/def2-TZVPD.

Atoms and positions in Å:
O  -1.635  0.894  -0.774
Li  -1.374  2.308  0.385
C  -1.053  -0.149  -0.400
O  -1.683  -1.248  -0.873
C  -0.885  -2.487  -0.795
H  -0.722  -2.813  -1.833
H  -1.546  -3.227  -0.317
Mg  0.661  -1.550  0.336
C  0.756  0.237  2.145
O  1.443  0.246  1.057
Li  -1.311  -1.372  1.533
H  -0.299  0.070  2.447

Cartesian forces (eV/Å) of the 6 atoms listed first:
O 0.9 0.1 1.2
Li 0.1 -0.2 -0.5
C -1.1 0.3 -0.5
O 0.0 -0.9 -0.3
C -0.8 -0.2 0.7
H 0.3 0.1 0.5

electronic energy	-556.61248	Eh
F_max	4.04	eV Å⁻¹
LUMO energy (spin up / spin down)	-4.64 / -4.88	eV
ΔE to the lowest compared entry with this formula, charge and spin	2.991	eV
charge	+1